(1)
The following is a DFT calculation (wB97M-V/def2-TZVPD) of a cluster of 7 separate species, C17H51N9O7 in total in a non-equilibrium geometry.

The geometry in XYZ format:
```
84
Properties=species:S:1:pos:R:3
C 0.0325 2.2382 0.6543
C -1.1994 1.4467 0.9280
O -1.8206 0.9682 -0.2442
H 0.8244 1.6915 0.1424
H 0.5423 2.7975 1.4388
H -0.2390 3.1132 0.0636
H -2.0205 1.9090 1.4760
H -0.8839 0.5348 1.4350
H -1.3613 0.1355 -0.3751
C 3.0991 4.7753 2.8068
O 3.5481 5.2992 1.8411
N 2.4552 3.6154 2.6619
N 3.0019 5.1977 4.0222
H 2.2989 2.9729 3.4253
H 2.1703 3.4380 1.7092
H 2.8726 4.4402 4.6775
H 3.2036 6.1514 4.2867
C 1.0275 -2.2986 2.4336
O 1.1250 -1.3798 3.2130
N 2.0071 -2.8356 1.7896
N -0.1118 -2.6330 1.9563
H 2.7638 -2.1682 1.7452
H 1.7490 -3.4925 1.0671
H -0.2701 -3.4557 1.3922
H -0.8884 -2.1673 2.4039
C 1.1918 2.7456 -2.8347
O 2.3114 2.3134 -2.6003
N 0.2675 2.1726 -3.5314
N 0.7243 3.8984 -2.5428
H 0.4432 1.2002 -3.7401
H -0.5140 2.7279 -3.8493
H -0.2852 3.9103 -2.5696
H 1.3522 4.6013 -2.1798
C 0.8089 -1.4448 -1.1463
C -0.2066 -1.4924 -2.2877
C 0.4875 -2.0785 -3.5619
O -0.4512 -2.0454 -4.6632
C 0.1138 -2.8722 -5.6902
N -1.3575 -2.3116 -1.9205
H 1.2763 -2.4295 -1.1487
H 0.3298 -1.1725 -0.2059
H 1.5982 -0.6967 -1.2202
H -0.4117 -0.4429 -2.4989
H 0.8379 -3.0716 -3.2804
H 1.3227 -1.4602 -3.8907
H -0.2692 -2.5721 -6.6656
H -0.1351 -3.9289 -5.5922
H 1.2000 -2.8171 -5.7619
H -1.9819 -2.2720 -2.7134
H -1.1060 -3.2791 -1.7761
C 4.3577 1.1407 1.0263
C 4.7026 0.0633 2.0013
C 5.5619 -1.0438 1.4509
O 4.7589 -1.9689 0.8419
C 5.4284 -2.9545 0.0885
N 5.1541 0.5153 3.2431
H 3.7215 1.9183 1.4490
H 3.5982 0.7027 0.3786
H 5.1217 1.4997 0.3367
H 3.7793 -0.3403 2.4168
H 6.1157 -1.5943 2.2113
H 6.3849 -0.6302 0.8680
H 5.7519 -2.3381 -0.7503
H 4.7858 -3.7751 -0.2303
H 6.2024 -3.5157 0.6121
H 4.3790 0.9906 3.6827
H 5.3061 -0.3149 3.7980
C -6.9144 -1.7696 -0.8139
C -7.6744 -1.0381 0.3873
C -7.0362 0.3080 0.9468
O -5.8437 0.0554 1.7119
C -4.8600 1.0579 1.5174
N -8.9762 -0.6285 -0.1385
H -6.6691 -0.9924 -1.5377
H -7.4274 -2.5536 -1.3709
H -5.9924 -2.2523 -0.4897
H -7.8291 -1.7692 1.1807
H -7.6700 0.9777 1.5281
H -6.9719 0.9545 0.0715
H -4.3648 0.7195 0.6072
H -4.1936 0.7725 2.3313
H -5.2084 2.0879 1.4413
H -9.4096 -1.4636 -0.5057
H -9.5420 -0.2972 0.6298
```

Values from the calculation:
Orbital gap: 9.041 eV
SMILES: COC[C@H](C)N.COC[C@H](C)N.COC[C@H](C)N.NC(N)=O.NC(N)=O.NC(N)=O.CCO
HOMO: -8.7 eV
Energy above the lowest of the compared OMol25 structures with the same formula, charge and spin: 125.5 kcal per mole

(2)
The following is a DFT calculation (wB97M-V/def2-TZVPD) of a structure of composition C17H53AsF6N13O8Tl in a non-equilibrium geometry.

The geometry in XYZ format:
```
99
Properties=species:S:1:pos:R:3
Tl -21.8317 -9.1257 -23.6190
As -26.2011 -7.8960 -23.0694
F -26.1291 -7.9241 -24.8355
F -24.6178 -8.6035 -23.0654
F -26.2403 -7.8017 -21.3463
F -27.7687 -7.1775 -23.1720
F -26.9090 -9.4828 -23.1440
F -25.3798 -6.3492 -23.0752
C -24.9323 -10.2391 -27.2631
C -23.7091 -9.3230 -27.2547
C -23.8994 -8.2188 -28.3785
O -23.0597 -7.1272 -28.0882
C -22.8974 -6.3067 -29.2395
N -23.6582 -8.6144 -25.9972
H -25.8114 -9.6204 -27.4888
H -25.1288 -10.6038 -26.2521
H -25.0022 -11.0489 -27.9843
H -22.8534 -9.8848 -27.6326
H -24.9237 -7.8538 -28.5088
H -23.6355 -8.7339 -29.3111
H -23.8393 -6.1978 -29.7772
H -22.1272 -6.6646 -29.9291
H -22.5322 -5.3346 -28.9103
H -23.3271 -7.6645 -26.2076
H -24.6071 -8.4068 -25.6594
C -27.1048 -6.1575 -26.7757
C -27.6630 -4.8780 -27.4047
C -28.9112 -4.2696 -26.7069
O -28.5376 -3.7360 -25.4892
C -29.6717 -3.3009 -24.7384
N -26.5712 -3.8862 -27.3900
H -26.0608 -6.2682 -27.0647
H -27.6404 -7.0108 -27.2027
H -27.1870 -6.2833 -25.6940
H -27.9303 -5.1907 -28.4164
H -29.5592 -5.1565 -26.5703
H -29.4782 -3.6415 -27.4027
H -30.1682 -2.4583 -25.2401
H -29.2598 -2.8093 -23.8605
H -30.4261 -4.0655 -24.5445
H -26.3295 -3.8086 -26.3870
H -26.9014 -2.9163 -27.4586
C -31.9823 -10.2053 -21.8306
C -30.7445 -11.0895 -21.6850
C -30.9356 -12.4119 -22.4332
O -31.9353 -13.1595 -21.8101
C -32.2402 -14.3564 -22.5003
N -29.5943 -10.3558 -22.1309
H -32.0925 -9.8488 -22.8601
H -31.8810 -9.2947 -21.2391
H -32.8614 -10.8043 -21.6045
H -30.6749 -11.4214 -20.6303
H -29.9935 -12.9775 -22.4691
H -31.2105 -12.1925 -23.4755
H -31.6386 -15.2085 -22.1805
H -32.1590 -14.2393 -23.5867
H -33.2969 -14.5451 -22.3112
H -29.6610 -9.3883 -21.8297
H -28.7043 -10.6975 -21.7785
C -26.2897 -2.9505 -23.6010
O -25.3988 -3.1950 -24.4017
N -26.8216 -1.7127 -23.3710
N -26.7552 -3.8943 -22.7397
H -26.5106 -0.9690 -23.9703
H -27.5930 -1.5998 -22.7419
H -26.3228 -4.8060 -22.8005
H -27.5929 -3.8045 -22.1921
C -22.5595 -6.1800 -21.2320
O -22.4845 -7.3821 -21.5306
N -22.6999 -5.2116 -22.1757
N -22.5011 -5.7929 -19.9483
H -22.9382 -4.2885 -21.8624
H -22.9409 -5.5835 -23.0757
H -22.8046 -6.4815 -19.2856
H -22.4356 -4.8095 -19.7612
C -31.2250 -7.0878 -24.7826
O -31.8584 -6.0452 -24.8510
N -29.8716 -7.1287 -24.9220
N -31.8288 -8.3067 -24.7357
H -29.3214 -7.9240 -24.6500
H -29.4422 -6.2368 -25.0711
H -31.2735 -9.1035 -24.9895
H -32.8235 -8.3837 -24.6365
C -24.3610 -12.5844 -24.2195
O -23.7376 -11.5425 -24.0961
N -25.7291 -12.6161 -24.2459
N -23.7874 -13.7897 -24.5593
H -26.1578 -11.7256 -24.0552
H -26.2524 -13.4628 -24.3531
H -22.7967 -13.9086 -24.4603
H -24.4189 -14.5699 -24.5434
C -23.5774 -10.8610 -20.4005
O -22.9715 -10.2887 -21.2936
N -24.5495 -10.2557 -19.6699
N -23.3347 -12.1641 -20.0750
H -24.9924 -10.7898 -18.9465
H -24.8652 -9.3518 -19.9758
H -23.3639 -12.5372 -19.1421
H -22.7036 -12.6444 -20.6931
```

Values from the calculation:
Orbital gap: 1.719 eV
HOMO: -13.5 eV
Total charge: +2

(3)
The following is a DFT calculation (wB97M-V/def2-TZVPD) of a cluster of 10 separate species, C17H54O10 in total in a non-equilibrium geometry.

The geometry in XYZ format:
```
81
Properties=species:S:1:pos:R:3
C 1.8675 1.9382 -3.4988
O 0.9622 1.2000 -4.2162
H 1.5045 2.9455 -3.2946
H 1.9387 1.3240 -2.6011
H 2.8186 1.8470 -4.0233
H 0.3528 1.8438 -4.5846
C -0.1551 -0.5201 0.2551
O 1.1562 -0.7175 -0.3018
H -0.8455 -1.2895 -0.0904
H -0.1339 -0.5179 1.3449
H -0.6002 0.4283 -0.0461
H 1.0261 -1.1195 -1.1638
C -1.0600 -3.9541 1.2846
O 0.3322 -3.7359 1.0336
H -1.5992 -3.4770 0.4662
H -1.3465 -5.0001 1.3936
H -1.5670 -3.5561 2.1636
H 0.4102 -3.9119 0.0931
C 4.9568 -0.0355 2.7130
C 3.7477 0.0887 1.7575
O 3.6262 -1.0586 0.9280
H 4.9143 -0.9100 3.3623
H 4.9080 0.7771 3.4379
H 5.8699 -0.1530 2.1294
H 3.8391 0.8802 1.0137
H 2.8731 0.2281 2.3930
H 2.7915 -0.9466 0.4672
C -1.7591 2.7662 -2.4044
C -1.8151 3.5008 -3.7433
O -1.1653 2.7992 -4.7851
H -0.7277 2.5800 -2.1049
H -2.2978 1.8240 -2.5055
H -2.1568 3.2907 -1.5356
H -1.5014 4.5446 -3.7358
H -2.9039 3.4557 -3.7668
H -1.7308 2.8258 -5.5604
C 0.6662 3.9192 0.4806
C -0.3121 4.4249 1.5216
O -0.1071 5.8062 1.8109
H 1.6836 3.9524 0.8703
H 0.5799 4.4994 -0.4381
H 0.4432 2.9191 0.1090
H -0.0752 3.8927 2.4428
H -1.3692 4.2566 1.3159
H -0.8694 6.1004 2.3149
C 1.2172 1.1321 4.4896
C 2.1511 0.5650 5.5730
O 2.6991 1.5740 6.4126
H 0.7631 0.4016 3.8200
H 1.8082 1.8267 3.8927
H 0.3844 1.6927 4.9141
H 2.9751 0.0113 5.1230
H 1.6618 -0.2535 6.1010
H 2.9988 2.3377 5.9141
C -2.3666 -1.6015 -2.6201
C -1.2561 -1.6317 -3.6387
O -0.0908 -1.2006 -2.9250
H -2.1075 -2.1266 -1.7007
H -3.3521 -1.9487 -2.9305
H -2.5716 -0.5712 -2.3294
H -1.2454 -0.8029 -4.3466
H -1.1394 -2.4983 -4.2895
H 0.4780 -0.7021 -3.5162
C -3.6140 -0.0367 1.0659
C -3.2489 0.4673 2.4405
O -3.7205 -0.4637 3.3624
H -3.4748 -1.1174 1.0390
H -3.0369 0.4723 0.2940
H -4.6686 0.0286 0.7979
H -3.6153 1.4743 2.6402
H -2.1720 0.3571 2.5681
H -4.6791 -0.4543 3.4131
C -0.4283 -5.8479 -1.9365
C 0.9141 -5.0949 -2.1168
O 0.7422 -3.7603 -1.5395
H -0.5124 -6.1755 -0.9003
H -0.5619 -6.7780 -2.4888
H -1.2098 -5.1995 -2.3327
H 1.2142 -5.1117 -3.1645
H 1.7147 -5.6953 -1.6847
H 0.1800 -3.2237 -2.1031
```

Values from the calculation:
Orbital gap: 9.230 eV
SMILES: CCO.CCO.CCO.CCO.CCO.CCO.CCO.CO.CO.CO
HOMO: -9.0 eV
Energy above the lowest of the compared OMol25 structures with the same formula, charge and spin: 69.4 kcal per mole